[1]
{
  "formula": "C38H102CrN9O11",
  "method": "the ωB97M-V functional and the def2-TZVPD basis",
  "fmax_ev_per_a": 7.77,
  "relative_energy_kcal_mol": 92.16,
  "orbital_gap_ha": [0.1482, 0.2208],
  "e_lumo_ev": [-8.3, -6.3],
  "spin_multiplicity": 4,
  "charge": 2,
  "species": ["Cr", "C", "C", "O", "O", "H", "H", "H", "C", "C", "C", "O", "C", "N", "H", "H", "H", "H", "H", "H", "H", "H", "H", "H", "H", "C", "C", "C", "O", "C", "N", "H", "H", "H", "H", "H", "H", "H", "H", "H", "H", "H", "C", "C", "C", "O", "C", "N", "H", "H", "H", "H", "H", "H", "H", "H", "H", "H", "H", "C", "C", "C", "O", "C", "N", "H", "H", "H", "H", "H", "H", "H", "H", "H", "H", "H", "C", "C", "C", "O", "C", "N", "H", "H", "H", "H", "H", "H", "H", "H", "H", "H", "H", "C", "C", "C", "O", "C", "N", "H", "H", "H", "H", "H", "H", "H", "H", "H", "H", "H", "C", "C", "C", "O", "C", "N", "H", "H", "H", "H", "H", "H", "H", "H", "H", "H", "H", "C", "C", "C", "O", "C", "N", "H", "H", "H", "H", "H", "H", "H", "H", "H", "H", "H", "C", "C", "C", "O", "C", "N", "H", "H", "H", "H", "H", "H", "H", "H", "H", "H", "H"],
  "coordinates": [[0.596744, -2.849992, 1.160405], [-0.274739, 0.996050, -0.117689], [0.149733, -0.357673, 0.381869], [0.336422, -1.317527, -0.314510], [0.367385, -0.699651, 1.538929], [0.627151, 1.544702, -0.389119], [-0.780289, 1.526936, 0.688962], [-0.863143, 0.962481, -1.034607], [-3.074125, -5.222168, -2.669986], [-1.632506, -5.035954, -2.491328], [-0.765721, -5.346419, -3.716589], [0.580458, -5.253103, -3.369861], [1.410575, -5.832608, -4.434929], [-1.398102, -3.660753, -2.038373], [-3.281387, -6.238015, -3.006435], [-3.555575, -4.569878, -3.398570], [-3.493126, -5.151416, -1.666228], [-1.351289, -5.719758, -1.690438], [-0.922802, -4.679552, -4.564361], [-0.999514, -6.354917, -4.057703], [1.161465, -6.880323, -4.603285], [2.447131, -5.812007, -4.098443], [1.425252, -5.336803, -5.405524], [-1.525594, -3.030792, -2.817469], [-0.391699, -3.694262, -1.960047], [3.047376, 1.593414, 4.616035], [2.626055, 0.984174, 3.304691], [2.932972, 1.754190, 2.018129], [2.603309, 3.143997, 2.257416], [2.690061, 3.994406, 1.113575], [3.312849, -0.288517, 3.282644], [2.925904, 0.874147, 5.425963], [2.429080, 2.483491, 4.732580], [4.062481, 1.988302, 4.574644], [1.565077, 0.838554, 3.507719], [2.463738, 1.166338, 1.229239], [4.004447, 1.671822, 1.835733], [1.933530, 3.735967, 0.372643], [3.716389, 3.861801, 0.771269], [2.520129, 5.026559, 1.419996], [3.354920, -0.444417, 4.279655], [4.283509, -0.109061, 3.068858], [-3.688532, -2.803962, 0.088674], [-2.620072, -2.301678, 0.944275], [-3.217491, -2.206420, 2.374409], [-2.290959, -1.578530, 3.236145], [-2.325194, -0.138718, 3.066498], [-1.508826, -3.249780, 0.769207], [-3.348413, -2.781424, -0.946656], [-4.532738, -2.115809, 0.131814], [-4.050126, -3.804977, 0.323891], [-2.241060, -1.327217, 0.636231], [-3.443717, -3.204674, 2.749129], [-4.205995, -1.747410, 2.358104], [-2.370853, 0.151608, 2.016875], [-1.411406, 0.376987, 3.361676], [-3.111179, 0.369025, 3.625529], [-1.543669, -3.263723, -0.240091], [-1.928958, -4.155099, 0.924078], [0.049388, -1.734518, 5.327085], [1.002433, -2.443750, 4.325436], [1.996031, -3.399139, 4.902216], [2.887887, -3.878732, 3.889065], [3.367840, -5.155368, 4.190210], [0.084925, -3.017186, 3.329118], [-0.674546, -2.450896, 5.715460], [-0.490043, -0.899111, 4.880752], [0.682362, -1.436804, 6.163038], [1.603370, -1.693007, 3.812236], [1.485656, -4.209619, 5.422552], [2.507594, -2.877541, 5.711135], [2.607188, -5.924006, 4.326939], [4.032199, -5.237123, 5.050473], [4.011189, -5.511982, 3.385825], [-0.097882, -3.931300, 3.717788], [-0.835427, -2.700660, 3.599068], [2.753379, 1.299616, -3.491367], [2.479367, 2.539583, -4.398962], [2.732659, 3.915531, -3.747048], [2.053243, 4.063688, -2.518021], [2.270441, 5.365366, -2.077111], [3.324892, 2.456724, -5.575510], [1.802293, 1.014244, -3.041824], [3.552413, 1.535368, -2.788456], [3.165224, 0.435487, -4.012677], [1.464328, 2.406918, -4.773399], [2.459636, 4.725378, -4.423598], [3.800685, 3.962713, -3.534465], [3.226771, 5.474177, -1.565550], [1.562555, 5.573151, -1.274731], [2.234691, 6.171181, -2.810239], [4.282626, 2.442146, -5.255149], [3.170757, 3.205321, -6.235772], [-1.609790, 3.881090, -0.816250], [-1.781509, 3.740238, -2.372344], [-3.221388, 4.209915, -2.800271], [-4.228265, 3.461435, -2.110458], [-5.525290, 3.781379, -2.545746], [-0.832496, 4.662057, -2.942693], [-0.607449, 3.664616, -0.446700], [-2.353203, 3.254910, -0.322964], [-1.782723, 4.873267, -0.399379], [-1.656802, 2.687522, -2.626004], [-3.424213, 4.071752, -3.862283], [-3.459023, 5.242560, -2.544788], [-5.814932, 3.543424, -3.569255], [-5.678271, 4.860537, -2.534194], [-6.255321, 3.225038, -1.957826], [-0.944341, 5.566098, -2.506457], [0.137594, 4.383591, -2.904288], [-1.016944, 3.771129, 2.898251], [-2.215689, 4.620334, 3.467432], [-3.633073, 3.922284, 3.515699], [-4.207497, 3.502425, 2.252667], [-4.497718, 4.534945, 1.282625], [-1.851495, 5.013922, 4.779626], [-0.593221, 2.960316, 3.490823], [-0.164971, 4.432307, 2.739860], [-1.350663, 3.291526, 1.978083], [-2.352683, 5.504552, 2.844948], [-4.295368, 4.609195, 4.042592], [-3.602206, 2.995089, 4.087944], [-4.831151, 4.132478, 0.326104], [-3.646126, 5.166674, 1.030018], [-5.349477, 5.192974, 1.454711], [-1.462011, 4.177869, 5.191230], [-1.114010, 5.703591, 4.803591], [3.796286, -1.244684, -0.334500], [3.800714, -2.527662, 0.478800], [5.224926, -2.744678, 1.048385], [5.235082, -3.721347, 2.115082], [6.430687, -3.946040, 2.746451], [2.737230, -2.550351, 1.488078], [4.116584, -0.434852, 0.320993], [2.828555, -0.987421, -0.765081], [4.464733, -1.362247, -1.187418], [3.563781, -3.362917, -0.180225], [5.660080, -1.820905, 1.429667], [5.849584, -3.148614, 0.251681], [6.816010, -3.032251, 3.198806], [7.158251, -4.330944, 2.031880], [6.238290, -4.636343, 3.567774], [3.230094, -3.246222, 2.029319], [2.998209, -1.734288, 2.022892], [-3.921426, -0.587980, -2.881713], [-3.233830, -0.099231, -4.119446], [-2.350666, -1.186407, -4.793345], [-1.395397, -1.728906, -3.922799], [-0.186735, -0.932041, -3.817946], [-4.216458, 0.441490, -5.010690], [-4.710245, 0.078822, -2.533528], [-3.185132, -0.636329, -2.079443], [-4.431194, -1.531088, -3.078636], [-2.670050, 0.804339, -3.887443], [-1.820954, -0.864424, -5.689906], [-3.020281, -2.011290, -5.036817], [0.501049, -1.281238, -3.047812], [-0.436471, 0.101918, -3.579896], [0.436407, -0.942442, -4.712195], [-3.744355, 0.730640, -5.855446], [-4.523084, 1.269082, -4.519592]],
  "forces_ev_per_a": [[-0.90, 3.87, 1.59], [0.40, -0.30, 0.61], [-0.74, 2.49, -0.54], [0.59, -4.90, -6.00], [0.26, -0.43, 5.83], [0.18, 0.11, 0.14], [0.00, 0.09, -0.19], [-0.17, -0.37, 0.22], [-1.34, -1.16, -0.28], [0.88, 0.53, -0.66], [-0.73, -0.39, 0.03], [1.65, -0.58, -1.06], [0.41, -0.02, 1.07], [1.02, -0.84, 0.88], [-0.07, -0.12, -0.04], [0.05, 0.32, 0.24], [-0.57, 0.30, -0.27], [0.46, -0.10, 0.07], [-0.60, 0.31, -0.04], [-0.06, -0.28, -0.06], [-0.29, -0.03, 0.12], [-0.12, 0.09, 0.28], [-0.68, 0.51, 0.14], [-0.38, 0.38, -0.27], [0.69, 0.63, 0.14], [0.02, 2.34, -0.54], [0.17, 0.54, 0.79], [0.00, 0.87, 1.72], [-0.78, -1.36, -0.38], [0.40, -0.66, 0.54], [0.10, -1.09, -0.44], [-0.12, 0.27, 0.15], [-0.06, -0.01, 0.70], [0.27, -0.30, 0.16], [-0.38, -0.35, -1.00], [-0.59, 0.75, -0.60], [0.39, 0.14, -0.08], [0.15, -0.14, -0.27], [-0.06, 0.40, -0.75], [0.10, -0.15, 0.21], [0.25, -1.18, 0.04], [0.42, 0.14, -0.21], [-1.68, 0.72, -2.05], [-0.58, 0.48, 2.19], [1.01, -0.30, -0.65], [-0.38, 1.43, 0.35], [0.34, 0.37, -0.13], [1.28, 0.11, 1.00], [-0.26, -0.29, -0.01], [-0.21, -0.13, 0.00], [0.13, -0.06, 0.23], [-0.27, 0.03, -0.10], [0.39, -0.26, 0.15], [0.17, 0.59, -0.10], [-0.52, -0.23, -0.13], [0.38, -0.73, 0.46], [-0.39, -0.48, -0.07], [0.79, -0.29, -1.88], [0.25, -0.66, 0.71], [1.55, -0.68, 0.48], [-0.57, 2.03, -0.29], [-0.13, -0.26, 0.37], [-1.02, 0.27, 0.97], [1.20, -1.51, -0.17], [0.62, -2.02, -0.68], [-0.09, -0.04, 0.06], [0.32, -0.09, 0.07], [-0.37, 0.46, 0.19], [-0.18, 0.18, -0.05], [-0.11, -0.50, -0.18], [0.50, 0.12, -0.08], [-0.48, 0.23, 0.00], [-0.16, 0.60, 0.47], [-0.25, 0.32, -0.36], [0.54, -1.31, -0.46], [-0.64, 1.46, -1.07], [0.23, 0.90, -0.25], [0.15, -0.50, -0.38], [-0.14, -1.60, 0.16], [-0.26, 0.10, -0.64], [0.12, 0.89, 2.00], [0.18, -0.59, 0.04], [0.29, -0.05, 0.56], [-0.33, 0.13, 0.59], [-0.37, 0.14, -0.61], [-0.27, 0.49, 0.21], [-0.05, -0.02, -0.20], [0.35, 0.16, -0.16], [0.51, -0.19, -0.19], [-0.37, 0.10, -0.19], [-0.33, -0.29, -0.43], [0.31, 0.18, -0.44], [0.14, 0.12, 0.04], [-1.03, -0.70, -0.04], [-0.79, 1.92, 2.15], [-0.35, -0.91, 0.51], [0.35, -0.83, -0.15], [-0.54, 0.27, -0.13], [-0.04, 0.02, -1.59], [0.14, -0.43, -0.39], [0.10, -0.25, 0.34], [-0.28, 0.38, -0.62], [0.27, 0.10, -0.45], [0.57, 0.10, -0.31], [0.74, 0.47, -0.09], [0.77, -0.51, -0.55], [-0.23, 0.23, 0.60], [0.17, 0.34, 0.42], [0.07, 0.04, -0.05], [-0.10, -0.24, 0.22], [-1.15, 0.28, -0.92], [0.17, -1.44, -1.13], [0.47, 0.18, -0.79], [0.28, 0.97, -0.39], [-0.10, 0.03, -0.30], [-0.28, 0.19, 1.48], [-0.55, -0.02, 0.75], [-0.07, 0.08, -0.37], [0.29, 0.16, -0.46], [0.19, 0.03, -0.11], [-0.09, 0.12, -0.05], [0.18, -0.01, 0.13], [0.49, -0.96, 0.14], [0.23, -0.04, 0.32], [-0.02, 0.09, 1.23], [0.04, 0.11, 0.65], [-0.03, 0.16, -0.13], [0.10, -0.15, -0.12], [0.09, -0.16, -2.15], [0.09, -1.11, 0.92], [-2.71, 0.86, -1.53], [1.09, 0.15, 0.48], [0.55, -0.67, -0.53], [0.12, 0.23, -0.25], [-0.15, -0.18, 0.19], [0.24, 0.26, 0.14], [0.33, -0.16, -0.23], [0.00, 0.27, -0.04], [0.11, 0.32, -0.27], [0.22, 0.23, 0.01], [0.29, -0.22, 0.20], [0.18, -0.19, -0.22], [-1.04, -0.98, 1.44], [-0.96, 1.16, 1.14], [-0.02, -0.19, 0.50], [0.99, 0.52, -0.18], [-0.92, 0.42, 0.25], [1.87, 0.59, 0.53], [-0.32, 0.00, -0.03], [-0.79, -0.47, -0.90], [0.11, 0.34, -0.19], [-0.07, -0.49, 0.20], [0.23, -0.28, 0.17], [1.17, -0.35, 0.72], [-0.35, 0.34, -0.25], [-0.04, -0.05, -0.27], [-0.58, -0.46, 0.34], [-0.08, 0.12, -0.04], [-0.43, -0.07, -0.50], [-0.21, 0.29, -0.30], [-0.51, 0.30, -0.46]],
  "lowdin_charge": [1.160, 0.070, -0.701, -0.013, 0.034, 0.096, 0.076, 0.096, -0.057, -0.421, -0.219, -0.192, -0.062, 0.052, 0.094, 0.094, 0.072, 0.143, 0.135, 0.129, 0.089, 0.084, 0.090, 0.048, 0.068, -0.047, -0.435, -0.159, -0.187, -0.081, 0.038, 0.087, 0.087, 0.100, 0.126, 0.100, 0.125, 0.065, 0.096, 0.099, 0.070, 0.096, -0.066, -0.389, -0.151, -0.213, -0.055, 0.017, 0.059, 0.110, 0.108, 0.130, 0.141, 0.142, 0.080, 0.072, 0.103, 0.020, 0.116, 0.002, -0.386, -0.166, -0.197, -0.108, 0.031, 0.101, 0.069, 0.093, 0.093, 0.138, 0.141, 0.097, 0.102, 0.085, 0.116, 0.054, -0.048, -0.412, -0.199, -0.221, -0.144, 0.030, 0.045, 0.073, 0.076, 0.132, 0.130, 0.130, 0.091, 0.082, 0.103, 0.076, 0.080, -0.077, -0.363, -0.164, -0.230, -0.130, 0.050, 0.048, 0.062, 0.078, 0.113, 0.121, 0.126, 0.081, 0.090, 0.094, 0.080, 0.033, -0.046, -0.416, -0.153, -0.193, -0.096, 0.029, 0.059, 0.072, 0.036, 0.129, 0.121, 0.110, 0.067, 0.066, 0.090, 0.071, 0.083, -0.029, -0.375, -0.123, -0.225, -0.106, 0.020, 0.073, 0.069, 0.101, 0.146, 0.129, 0.142, 0.097, 0.103, 0.092, 0.066, 0.044, -0.050, -0.466, -0.160, -0.245, -0.060, 0.050, 0.084, 0.065, 0.090, 0.113, 0.132, 0.134, 0.073, 0.072, 0.097, 0.082, 0.066]
}



[2]
{
  "formula": "C16H26N10O2TeZr",
  "method": "the ωB97M-V functional and the def2-TZVPD basis",
  "fmax_ev_per_a": 2.73,
  "relative_energy_kcal_mol": 50.02,
  "orbital_gap_ha": 0.2472,
  "e_lumo_ev": -6.7,
  "charge": 2,
  "species": ["Zr", "C", "C", "N", "C", "C", "N", "C", "C", "N", "C", "C", "N", "C", "C", "C", "C", "C", "C", "C", "N", "H", "H", "H", "H", "H", "H", "H", "H", "H", "H", "H", "H", "H", "H", "H", "H", "H", "H", "H", "H", "H", "H", "H", "O", "O", "N", "N", "N", "C", "N", "N", "H", "H", "H", "Te"],
  "coordinates": [[0.063222, -0.376506, 0.048238], [-3.063902, -0.511197, 2.994233], [-2.008631, -0.174225, 1.978967], [-1.392118, -1.324079, 1.268109], [-0.742136, -2.334351, 2.155310], [0.255083, -3.220025, 1.369456], [0.789953, -2.538218, 0.144339], [2.270827, -2.547335, -0.066351], [2.958400, -1.442908, 0.729358], [2.307047, -0.113198, 0.496385], [3.024290, 0.964890, -0.265069], [2.172210, 1.574444, -1.395034], [0.743725, 1.520300, -1.040756], [-0.096280, 2.456625, -1.293016], [0.234691, 3.720893, -2.012892], [-1.454454, 2.233908, -0.693967], [-2.503119, 3.118117, -0.657403], [-3.575898, 2.831646, 0.192620], [-3.534560, 1.739481, 1.039862], [-2.463743, 0.867323, 0.925393], [-1.522354, 1.093568, 0.011046], [-2.664658, -1.192889, 3.742343], [-3.911723, -0.975940, 2.490957], [-3.395014, 0.387679, 3.513187], [-1.487985, -2.976502, 2.617435], [-0.226286, -1.791867, 2.944213], [-0.242302, -4.134252, 1.064003], [1.075982, -3.496053, 2.026465], [0.364274, -3.008416, -0.646837], [2.444187, -2.378075, -1.128111], [2.702319, -3.514030, 0.191779], [4.011863, -1.420009, 0.457793], [2.904082, -1.668526, 1.793164], [2.098924, 0.279695, 1.413742], [3.949646, 0.575708, -0.681979], [3.292269, 1.739335, 0.448209], [2.302008, 0.995562, -2.303512], [2.511620, 2.587450, -1.596302], [0.496965, 3.500703, -3.049940], [1.095880, 4.207712, -1.553060], [-0.590640, 4.424305, -2.011549], [-2.496364, 4.032522, -1.232746], [-4.417801, 3.511168, 0.233521], [-4.315957, 1.573912, 1.767600], [0.216074, 0.479972, 1.837446], [-0.939504, 0.483604, 2.679268], [1.890189, -1.075737, -5.433872], [1.113591, -1.346785, -4.339217], [0.042398, -2.101019, -4.420415], [-0.441038, -1.991067, -3.189024], [0.323043, -1.207152, -2.415540], [1.335565, -0.805281, -3.192197], [1.697022, -1.760229, -6.151940], [2.860493, -0.994732, -5.167467], [-1.339959, -2.480290, -2.866821], [-2.580879, -2.035176, -0.332809]],
  "forces_ev_per_a": [[0.89, -0.72, -2.48], [0.03, -0.04, 0.14], [-0.10, 0.18, -0.19], [-1.07, -0.05, 0.93], [0.07, 0.09, -0.21], [-0.18, 0.22, 0.06], [0.42, -0.39, 0.39], [-0.07, 0.11, 0.18], [-0.09, 0.00, -0.19], [0.16, 0.01, -0.06], [-0.14, -0.14, 0.05], [-0.20, -0.12, 0.11], [0.23, 0.26, 0.08], [-0.10, 0.07, 0.00], [-0.04, -0.04, -0.05], [0.19, -0.22, -0.06], [-0.18, 0.23, 0.01], [-0.05, 0.07, -0.02], [-0.16, 0.00, 0.00], [0.36, 0.06, 0.22], [-0.52, 0.51, 0.32], [-0.01, -0.01, -0.01], [-0.02, -0.01, 0.02], [0.01, -0.03, -0.02], [-0.10, -0.03, 0.03], [0.04, 0.12, 0.06], [0.00, -0.09, -0.10], [0.08, -0.01, 0.04], [-0.06, 0.03, -0.06], [-0.06, -0.03, -0.09], [0.01, -0.08, 0.02], [0.08, 0.08, 0.03], [-0.01, 0.09, 0.09], [0.27, -0.02, 0.00], [0.04, -0.07, -0.03], [0.05, 0.06, 0.05], [-0.01, -0.01, -0.07], [0.00, 0.09, 0.03], [0.00, -0.01, 0.00], [-0.01, 0.00, 0.01], [0.00, 0.00, -0.01], [-0.01, -0.02, 0.02], [0.03, -0.02, 0.00], [0.01, 0.01, -0.02], [-0.24, 0.04, 0.90], [0.02, -0.22, -0.12], [-0.21, 0.25, 0.05], [0.06, -0.22, -0.21], [0.08, 0.19, 0.22], [-0.01, 0.01, -0.18], [0.27, 0.16, -0.01], [-0.22, -0.01, 0.18], [0.09, -0.11, -0.05], [0.11, -0.13, -0.05], [-0.01, 0.00, 0.01], [0.28, -0.11, 0.06]],
  "lowdin_charge": [1.614, 0.022, -0.568, -0.604, -0.204, -0.150, -0.191, -0.165, -0.139, -0.150, -0.114, -0.158, -0.037, -0.206, 0.025, -0.164, 0.045, 0.028, 0.048, -0.239, -0.034, 0.103, 0.099, 0.109, 0.127, 0.128, 0.119, 0.130, 0.069, 0.108, 0.137, 0.133, 0.133, 0.095, 0.128, 0.133, 0.086, 0.120, 0.117, 0.106, 0.081, 0.125, 0.135, 0.134, -0.327, -0.046, 0.168, -0.266, 0.171, -0.218, -0.069, 0.070, 0.122, 0.116, 0.033, 0.934]
}